[1]
Here is the molecule C6H11N in a non-equilibrium geometry from the OMol25 dataset. Energies are from the ωB97M-V functional and the def2-TZVPD basis.

Its HOMO energy is -0.266 Eh. The LUMO energy is 0.9 eV. As for the SMILES: C=CC(N)=C(C)C. For the energy above the lowest of the compared OMol25 structures with the same formula, charge and spin, the calculation gives 264.5 kJ/mol. As for the charge: 0. Its energy is -7887.7897 eV. The HOMO-LUMO gap is 8.1611 eV.

Geometry (Å):
C  0.48098  2.63832  -0.25422
C  -0.13856  1.45676  -0.34510
C  0.41066  0.14670  0.15626
N  0.91816  0.28001  1.47035
C  -0.22431  -1.00993  -0.20335
C  -0.83278  -2.01867  0.77376
C  -0.48088  -1.23531  -1.71731
H  0.14140  3.47285  -0.86194
H  1.38892  2.77289  0.32605
H  -0.63626  1.38164  -1.30216
H  1.04073  1.22524  1.80013
H  0.74349  -0.27287  2.30408
H  -1.18087  -1.45543  1.63408
H  0.01478  -2.65747  1.00350
H  -1.67432  -2.55604  0.34028
H  -0.29921  -2.23662  -2.06813
H  -1.52979  -0.96821  -1.93093
H  0.08869  -0.49518  -2.28340



[2]
Here is a structure of composition C6H11N in a non-equilibrium geometry from the OMol25 dataset. Energies are from the ωB97M-V functional and the def2-TZVPD basis.

Its HOMO energy is -0.354 Eh. The LUMO energy is 1.0 eV. For the energy above the lowest of the compared OMol25 structures with the same formula, charge and spin, the calculation gives 317.7 kJ/mol. As for the charge: 0. Its energy is -7887.2383 eV. The HOMO-LUMO gap is 10.6216 eV.

Geometry (Å):
C  -1.66191  1.02574  -0.27513
C  -0.92155  -0.28242  -0.07963
C  -0.06148  -0.85316  0.95679
C  1.25178  0.26077  1.06300
C  1.47274  0.43825  -0.41464
C  0.35265  -0.47608  -0.89598
H  -2.57411  1.04436  -1.10911
H  -2.20974  1.30084  0.67404
H  -1.09660  2.03800  -0.52082
H  -1.62412  -1.12033  -0.45329
H  -0.50202  -1.42749  1.77835
H  0.76504  1.15594  1.40535
H  2.15104  0.11564  1.81865
H  1.38602  1.44524  -0.77607
H  2.39420  -0.01517  -0.72311
H  0.44257  -0.63422  -2.03199
H  -0.20749  -2.25305  -0.34132
N  0.64299  -1.76286  -0.07507



[3]
Here is the molecule C6H11N in a non-equilibrium geometry from the OMol25 dataset. Energies are from the ωB97M-V functional and the def2-TZVPD basis.

Its HOMO energy is -0.254 Eh. The LUMO energy is 0.4 eV. As for the SMILES: C=C/C(=C/C)NC. For the energy above the lowest of the compared OMol25 structures with the same formula, charge and spin, the calculation gives 439.8 kJ/mol. As for the charge: 0. Its energy is -7885.9737 eV. The HOMO-LUMO gap is 7.3288 eV.

Geometry (Å):
C  -2.66079  -0.81876  -0.36546
C  -1.87828  0.08793  0.29374
C  -0.34977  -0.02123  0.32436
C  0.30729  -0.89708  -0.48299
C  1.10939  -0.56259  -1.83159
N  0.21379  1.01357  1.12294
C  1.56026  1.10741  1.67668
H  -3.76990  -0.95621  -0.22519
H  -2.16171  -1.70284  -0.81652
H  -2.12751  1.01499  0.78291
H  0.28263  -2.01933  -0.48766
H  1.48657  -1.52210  -2.25216
H  1.93067  0.04719  -1.39815
H  0.46080  -0.09711  -2.56410
H  -0.20128  1.89109  0.90922
H  2.35423  1.13503  0.79772
H  1.77917  0.17443  2.39215
H  1.66444  2.12560  2.12409



[4]
Here is the molecule C6H11N from the OMol25 dataset. Energies are from the ωB97M-V functional and the def2-TZVPD basis.

Its HOMO energy is -0.295 Eh. The LUMO energy is 1.0 eV. As for the SMILES: C=CC/C(C)=C/N. For the energy above the lowest of the compared OMol25 structures with the same formula, charge and spin, the calculation gives 166.8 kJ/mol. As for the charge: 0. Its energy is -7888.8023 eV. The HOMO-LUMO gap is 9.0576 eV.

Geometry (Å):
C  0.70529  3.01472  0.55438
C  0.08584  1.90675  0.18958
C  0.41233  0.55344  0.72293
C  0.10558  -0.66781  -0.12522
C  0.84557  -1.89584  0.35485
C  -0.86700  -0.69039  -1.04047
N  -1.59029  -1.88149  -1.33102
H  0.37666  3.97180  0.17421
H  1.57449  2.99757  1.20289
H  -0.68570  2.04764  -0.55873
H  -0.17762  0.46946  1.64386
H  1.44608  0.43931  1.06052
H  1.76064  -2.01326  -0.23694
H  0.32203  -2.83991  0.22498
H  1.15211  -1.71830  1.38417
H  -1.16571  0.23172  -1.51601
H  -2.16183  -2.11035  -0.53021
H  -2.13848  -1.81505  -2.17376



[5]
Here is a cluster of 2 separate species, C6H11N in total in a non-equilibrium geometry from the OMol25 dataset. Energies are from the ωB97M-V functional and the def2-TZVPD basis.

Its HOMO energy is -0.269 Eh. The LUMO energy is 1.1 eV. For the energy above the lowest of the compared OMol25 structures with the same formula, charge and spin, the calculation gives 452.5 kJ/mol. As for the charge: 0. Its energy is -7885.8420 eV. The HOMO-LUMO gap is 8.3929 eV.

Geometry (Å):
C  -2.53637  -0.97400  -0.41124
C  0.62372  0.77882  -0.95268
C  -1.71371  1.24627  0.11570
C  1.15378  0.06190  0.01296
C  1.42438  0.72817  1.29052
C  1.34452  -1.38913  -0.25973
N  -2.21258  0.20854  -0.10989
H  -2.46159  -1.29323  -1.44411
H  -3.07857  -1.58996  0.33082
H  0.31524  0.49279  -1.93759
H  0.40978  1.77902  -0.82528
H  -1.92631  2.26562  0.04321
H  1.96638  0.18551  2.15090
H  0.45099  0.92056  1.70509
H  1.96972  1.74662  1.25560
H  1.09555  -1.46388  -1.26166
H  0.81984  -1.96738  0.48054
H  2.35523  -1.73624  -0.18316



[6]
Here is the molecule C6H11N in a non-equilibrium geometry from the OMol25 dataset. Energies are from the ωB97M-V functional and the def2-TZVPD basis.

Its HOMO energy is -0.274 Eh. The LUMO energy is 0.9 eV. As for the SMILES: C=C/C(C)=C(\C)N. For the energy above the lowest of the compared OMol25 structures with the same formula, charge and spin, the calculation gives 255.2 kJ/mol. As for the charge: 0. Its energy is -7887.8868 eV. The HOMO-LUMO gap is 8.3815 eV.

Geometry (Å):
C  -0.02659  -2.00314  -1.53497
C  -0.19250  -0.66647  -1.31298
C  -0.18546  -0.31904  0.12425
C  -0.47789  -1.44423  1.05096
C  0.13297  0.98155  0.45507
C  0.16585  1.99385  -0.71349
N  0.23976  1.34351  1.77524
H  0.68545  -2.16336  -2.31274
H  -0.41357  -2.86997  -0.98219
H  0.09425  0.13683  -2.05142
H  -0.69839  -1.06714  1.99063
H  -1.32430  -2.12319  0.85440
H  0.38060  -2.09437  1.16776
H  -0.08529  2.91187  -0.19530
H  1.20274  2.07936  -1.04440
H  -0.60644  1.86754  -1.45545
H  1.19017  1.18294  2.04984
H  -0.08136  2.25345  2.13480



[7]
Here is a cluster of 2 separate species, C6H11N in total in a non-equilibrium geometry from the OMol25 dataset. Energies are from the ωB97M-V functional and the def2-TZVPD basis.

Its HOMO energy is -0.335 Eh. The LUMO energy is 0.9 eV. As for the SMILES: C=C(C)CC.C#N. For the energy above the lowest of the compared OMol25 structures with the same formula, charge and spin, the calculation gives 257.6 kJ/mol. As for the charge: 0. Its energy is -7887.8615 eV. The HOMO-LUMO gap is 10.0263 eV.

Geometry (Å):
C  -0.32979  0.25302  1.43007
C  0.27476  0.43560  0.26332
C  0.29863  1.85294  -0.32670
C  1.04465  -0.63016  -0.46710
C  0.35637  -1.92624  -0.00865
H  -0.91688  1.08242  1.99995
H  -0.36111  -0.74785  1.85114
H  0.21770  1.99537  -1.43508
H  1.41157  2.08973  -0.27694
H  -0.26494  2.49622  0.15803
H  1.03140  -0.64836  -1.62367
H  2.05448  -0.66366  -0.21089
H  -0.68847  -1.96575  -0.12141
H  0.58858  -2.19374  0.98969
H  0.83518  -2.68903  -0.48439
C  -3.52215  0.30334  -0.36956
N  -3.44628  -0.74982  0.02710
H  -3.57961  1.31877  -0.71626